1.
C35H33N7O3SZn | wB97M-V/def2-TZVPD

Properties
- Frontier orbital gap: 7.38 eV
- Highest occupied orbital energy: -0.270 hartree

Geometry as ORCA input:
```
! RIJCOSX wB97M-V def2-TZVPD def2/J DEFGRID3
* xyz 0 1
Zn 0.779 1.127 -0.081
N 3.761 4.088 -1.486
C 2.752 3.247 -1.166
S 3.160 1.641 -0.752
N 1.555 3.816 -1.200
N 0.528 3.026 -0.894
C -0.656 3.545 -0.822
C -0.895 4.999 -1.008
C -0.329 5.906 -0.116
C -0.560 7.263 -0.267
C -1.346 7.725 -1.314
C -1.899 6.827 -2.214
C -1.676 5.467 -2.060
C -1.760 2.640 -0.487
C -3.057 3.107 -0.254
C -4.058 2.200 0.037
C -3.738 0.852 0.134
C -2.420 0.478 -0.061
N -1.462 1.337 -0.380
H 4.696 3.736 -1.555
H 3.531 5.010 -1.817
H 0.285 5.536 0.694
H -0.129 7.965 0.435
H -1.522 8.787 -1.430
H -2.507 7.187 -3.034
H -2.105 4.758 -2.758
H -3.254 4.168 -0.300
H -5.075 2.539 0.187
H -4.492 0.110 0.358
H -2.109 -0.557 0.044
C -0.644 -5.500 -0.726
O 0.026 -5.969 0.436
C 1.069 -5.299 0.996
C 1.781 -6.060 1.927
C 2.875 -5.554 2.596
C 3.310 -4.261 2.332
C 2.616 -3.497 1.418
C 1.479 -3.979 0.759
N 0.795 -3.099 -0.139
C 0.551 -1.774 0.165
N 0.260 -1.560 1.466
C 0.267 -0.419 2.306
C 0.613 0.865 1.885
C 0.639 1.850 2.875
C 0.315 1.592 4.198
C -0.048 0.311 4.589
C -0.056 -0.696 3.645
O -0.393 -2.002 3.973
C 0.582 -2.682 4.756
N 0.568 -0.841 -0.752
C 0.582 -1.200 -2.117
C 1.641 -0.827 -2.941
C 1.633 -1.134 -4.293
C 0.560 -1.815 -4.843
C -0.519 -2.168 -4.047
C -0.519 -1.861 -2.694
O -1.554 -2.203 -1.860
C -2.868 -2.044 -2.366
H -1.379 -6.267 -0.958
H 0.046 -5.415 -1.572
H -1.146 -4.551 -0.565
H 1.443 -7.073 2.103
H 3.400 -6.173 3.312
H 4.184 -3.858 2.825
H 2.942 -2.489 1.190
H 0.923 -3.277 -1.122
H 0.111 -2.401 2.006
H 0.927 2.861 2.603
H 0.343 2.387 4.934
H -0.317 0.095 5.615
H 0.434 -2.497 5.823
H 1.594 -2.377 4.481
H 0.467 -3.749 4.560
H 2.466 -0.288 -2.495
H 2.469 -0.840 -4.914
H 0.555 -2.079 -5.893
H -1.361 -2.692 -4.480
H -3.042 -2.616 -3.279
H -3.086 -0.990 -2.558
H -3.536 -2.417 -1.591
*
```

***

2.
C26H22BF2HoN4O3 | wB97M-V/def2-TZVPD

Properties
- Frontier orbital gap (spin up / spin down): 5.70 / 5.50 eV
- Highest occupied orbital energy (spin up / spin down): -0.247 / -0.251 hartree

Geometry as ORCA input:
```
! RIJCOSX wB97M-V def2-TZVPD def2/J DEFGRID3
* xyz 0 5
Ho 1.070 0.890 -0.564
C 1.014 0.325 4.780
C 1.820 0.814 3.760
C 1.257 1.232 2.575
C -0.135 1.140 2.327
C -0.926 0.663 3.386
C -0.354 0.278 4.583
N -0.486 1.530 1.053
C -1.690 1.647 0.456
C -2.990 1.376 0.953
C -4.099 1.447 0.149
C -4.016 1.838 -1.193
C -2.796 2.181 -1.712
C -1.632 2.104 -0.924
N -0.384 2.390 -1.388
N -0.216 2.624 -2.665
C 1.079 2.735 -3.055
C 1.340 2.853 -4.399
C 2.677 2.846 -4.896
C 3.722 2.813 -4.051
C 3.523 2.777 -2.589
N 2.107 2.706 -2.095
H 1.448 -0.008 5.712
H 2.887 0.872 3.899
H 1.890 1.689 1.802
H -1.992 0.563 3.292
H -0.996 -0.074 5.380
H -3.130 1.084 1.979
H -5.064 1.196 0.568
H -4.910 1.876 -1.795
H -2.684 2.510 -2.734
H 0.511 2.936 -5.083
H 2.833 2.873 -5.965
H 4.742 2.820 -4.398
H 4.107 3.533 -2.063
C 0.451 -4.415 3.979
O -0.241 -4.798 2.814
C -0.245 -3.966 1.751
C -1.034 -4.403 0.662
C -1.156 -3.626 -0.448
C -0.485 -2.388 -0.587
C -0.639 -1.554 -1.737
C -1.435 -2.002 -2.941
O -0.135 -0.405 -1.818
C 0.386 -1.972 0.491
O 1.138 -0.936 0.424
C 0.434 -2.775 1.661
H 0.272 -5.208 4.702
H 0.066 -3.470 4.369
H 1.522 -4.323 3.793
H -1.538 -5.349 0.752
H -1.807 -3.977 -1.232
H -1.730 -3.043 -2.910
H -0.831 -1.824 -3.829
H -2.321 -1.375 -3.023
H 1.056 -2.400 2.459
F 3.176 1.325 -0.341
B 3.022 1.541 -1.811
F 2.547 0.263 -2.264
*
```

***

3.
C2H6N2 | wB97M-V/def2-TZVPD

Properties
- Structure (SMILES): [H]/N=C(/C)N
- Frontier orbital gap: 10.02 eV
- Highest occupied orbital energy: -0.334 hartree

Geometry as ORCA input:
```
! RIJCOSX wB97M-V def2-TZVPD def2/J DEFGRID3
* xyz 0 1
H -1.867 -1.391 -0.088
N -0.829 -1.486 -0.001
C -0.278 -0.291 -0.046
C 1.217 -0.167 0.007
N -0.895 0.949 0.008
H 1.749 -0.631 -0.814
H 1.652 0.822 0.141
H 1.546 -0.698 0.847
H -0.372 1.819 -0.287
H -1.922 1.074 0.234
*
```

***

4.
C3H8O2 | wB97M-V/def2-TZVPD

Properties
- Structure (SMILES): C=C(O)CO.[H][H]
- Frontier orbital gap: 9.33 eV
- Highest occupied orbital energy: -0.321 hartree

Geometry as ORCA input:
```
! RIJCOSX wB97M-V def2-TZVPD def2/J DEFGRID3
* xyz 0 1
C -1.579 0.634 -0.149
C -0.370 0.274 -0.576
O -0.161 -0.290 -1.787
C 0.902 0.519 0.215
O 1.873 -0.425 -0.222
H -1.702 1.094 0.826
H -2.457 0.479 -0.766
H 0.744 -0.647 -1.756
H 1.252 1.543 0.031
H 0.708 0.409 1.288
H 2.739 -0.004 -0.231
H -1.112 -1.525 1.342
H -0.836 -2.060 1.784
*
```

***

5.
C4H4N4O | wB97M-V/def2-TZVPD

Properties
- Structure (SMILES): [H]/N=C\n1ncnc1C=O
- Frontier orbital gap: 9.50 eV
- Highest occupied orbital energy: -0.378 hartree

Geometry as ORCA input:
```
! RIJCOSX wB97M-V def2-TZVPD def2/J DEFGRID3
* xyz 0 1
H -2.467 -0.241 -1.077
N -2.592 0.199 0.061
C -1.605 0.431 0.837
N -0.156 0.566 0.345
N 0.685 1.487 0.987
C 1.898 0.972 0.847
N 1.982 -0.171 -0.015
C 0.741 -0.386 -0.181
C 0.326 -1.422 -1.246
O -0.935 -1.492 -1.460
H -1.614 0.716 2.089
H 2.769 1.501 1.119
H 1.194 -2.176 -1.635
*
```

***

6.
C15H22CoN2OP | wB97M-V/def2-TZVPD

Properties
- Frontier orbital gap (spin up / spin down): 3.95 / 6.66 eV
- Highest occupied orbital energy (spin up / spin down): -0.137 / -0.292 hartree

Geometry as ORCA input:
```
! RIJCOSX wB97M-V def2-TZVPD def2/J DEFGRID3
* xyz 0 5
C 1.120 0.795 1.268
C 1.258 1.845 0.282
C 1.950 1.269 -0.830
C 2.006 -0.158 -0.646
C 1.664 -0.370 0.737
Co 0.259 0.520 -0.461
P -1.843 0.327 -1.119
H 0.722 0.976 2.264
H 1.018 2.894 0.435
H 2.548 1.817 -1.542
H 1.895 -1.269 1.299
H 2.256 -0.902 -1.431
H -2.301 -0.597 -2.063
H -2.225 1.496 -1.828
H -2.964 0.312 -0.246
C -4.454 -3.022 5.750
C -4.868 -3.400 4.349
N -3.729 -3.820 3.481
C -2.960 -4.964 4.012
C -3.699 -6.294 3.863
C -3.011 -2.774 2.893
O -3.169 -1.595 3.203
C -2.102 -3.113 1.749
C -2.355 -4.149 0.841
C -1.705 -4.138 -0.395
C -0.769 -3.130 -0.658
N -0.618 -2.101 0.169
C -1.143 -2.141 1.394
H -3.820 -3.767 6.236
H -5.348 -2.898 6.362
H -3.931 -2.064 5.732
H -5.567 -4.244 4.322
H -5.323 -2.537 3.852
H -1.996 -5.029 3.486
H -2.749 -4.795 5.082
H -4.229 -6.348 2.904
H -2.979 -7.123 3.901
H -4.430 -6.464 4.663
H -3.037 -4.949 1.124
H -1.886 -4.886 -1.162
H -0.171 -3.144 -1.570
H -0.833 -1.370 2.101
*
```

***

The records above yield maximum force values of 0.60 2.14 2.66 0.46 5.58 8.37 eV/A, respectively.
The records above yield total energy values of -4140.0895 -2621.5172 -189.3013 -269.5164 -448.9582 -2493.3937 a.u., respectively.